46
Properties=species:S:1:pos:R:3:forces:R:3 method="wB97M-V/def2-TZVPD" orbital_gap_ev=8.45 energy_ha=-1694.39377 fmax_ha_per_bohr=0.018 spin_multiplicity=1 smiles="CCc1nc(SCC(=O)Nc2ccc(F)cc2)c2c(=O)n(C)c(=O)n(C)c2n1"
C -1.2074 -0.9036 3.7276 -0.025 0.110 -0.109
H -0.3368 -1.3716 4.1808 0.079 -0.074 0.097
H -1.9198 -0.6629 4.5119 -0.057 -0.015 0.104
H -1.6680 -1.6059 3.0393 -0.013 -0.080 0.038
C -0.8055 0.3694 2.9870 -0.101 -0.117 0.223
C 0.2072 0.1096 1.9227 0.227 0.226 -0.039
N 1.2453 0.9317 1.8620 0.346 0.335 0.047
C 2.1339 0.7300 0.8901 -0.528 -0.718 -0.323
N 3.2185 1.5442 0.7894 0.070 0.101 0.040
C 4.1759 1.3909 -0.2013 -0.129 -0.017 0.095
O 5.1344 2.1223 -0.2624 0.163 0.116 -0.021
N 3.9824 0.3703 -1.1167 0.130 -0.082 -0.185
C 2.9188 -0.5135 -1.1173 -0.068 0.074 0.112
O 2.7837 -1.3865 -1.9551 0.236 0.141 -0.068
C 1.9804 -0.3044 -0.0407 -0.352 -0.030 0.293
C 0.8633 -1.1334 0.1356 0.331 0.436 0.122
N -0.0068 -0.9163 1.1079 0.030 -0.347 -0.008
S 0.6006 -2.4587 -0.9501 -0.487 -0.743 -0.162
C -0.8669 -3.1841 -0.1370 0.454 0.261 0.112
C -1.9879 -2.1998 0.1650 0.071 -0.319 -0.340
O -2.6740 -2.3232 1.1525 -0.331 -0.060 0.171
N -2.1722 -1.2784 -0.8184 0.095 -0.124 -0.442
C -3.0328 -0.1809 -0.8328 -0.262 0.233 0.091
C -2.9865 0.6664 -1.9397 -0.033 -0.099 0.170
C -3.8107 1.7719 -2.0140 -0.175 0.107 0.154
C -4.6803 2.0255 -0.9685 0.076 -0.120 0.053
C -4.7410 1.2021 0.1406 -0.044 0.314 -0.298
C -3.9163 0.0950 0.2083 0.081 -0.113 0.055
H -3.9530 -0.5613 1.0612 -0.016 -0.029 0.013
H -5.4307 1.4280 0.9382 -0.079 0.037 0.073
F -5.4878 3.1061 -1.0347 0.019 -0.028 -0.005
H -3.7859 2.4320 -2.8663 -0.008 0.076 -0.074
H -2.3005 0.4556 -2.7477 0.072 -0.025 -0.092
H -1.5347 -1.3305 -1.6041 -0.054 -0.020 0.239
H -0.5588 -3.6543 0.7955 -0.176 0.049 -0.024
H -1.2253 -3.9520 -0.8239 0.023 -0.011 -0.013
C 4.9957 0.2425 -2.1502 0.228 -0.027 -0.235
H 5.0504 1.1638 -2.7293 0.029 -0.057 0.018
H 4.7106 -0.5918 -2.7869 0.047 0.100 0.064
H 5.9675 0.0594 -1.6930 -0.035 0.020 -0.052
C 3.4280 2.6220 1.7370 0.153 0.348 0.227
H 2.5952 2.6148 2.4339 0.125 0.054 -0.053
H 4.3712 2.4697 2.2614 -0.055 0.039 -0.008
H 3.4783 3.5718 1.2051 0.001 -0.033 0.059
H -1.6904 0.7915 2.5021 0.001 0.087 -0.017
H -0.3969 1.1150 3.6697 -0.061 0.020 -0.102